[1]
{
  "formula": "C31H40F5N6O5P2ReS5",
  "method": "ωB97M-V/def2-TZVPD",
  "charge": 1,
  "s2": 1.2323,
  "e_above_lowest_kcal_mol": 0.0,
  "homo_lumo_gap_ev": [5.744, 6.303],
  "spin_multiplicity": 2,
  "symbols": ["Re", "C", "O", "C", "C", "C", "C", "C", "C", "N", "N", "C", "C", "O", "C", "C", "C", "C", "C", "C", "C", "C", "H", "H", "H", "H", "H", "H", "H", "H", "H", "H", "H", "H", "H", "C", "N", "C", "P", "O", "O", "P", "O", "N", "C", "C", "N", "C", "C", "N", "C", "C", "H", "H", "H", "H", "H", "H", "H", "H", "H", "H", "H", "H", "H", "H", "H", "H", "H", "H", "H", "H", "H", "H", "H", "H", "C", "S", "C", "C", "S", "S", "C", "S", "S", "H", "H", "H", "F", "C", "F", "C", "F", "F", "F"],
  "xyz": [[0.191, 0.898, -0.120], [3.800, -0.038, 0.873], [2.795, 0.927, 0.567], [3.211, 2.067, -0.076], [4.472, 2.283, -0.601], [4.731, 3.488, -1.249], [3.756, 4.466, -1.367], [2.494, 4.253, -0.829], [2.238, 3.057, -0.196], [0.976, 2.728, 0.408], [0.625, 3.577, 1.287], [-0.340, 3.321, 2.192], [-0.738, 2.007, 2.503], [-0.327, 0.994, 1.800], [-1.537, 1.765, 3.653], [-1.971, 2.806, 4.403], [-1.624, 4.161, 4.105], [-2.094, 5.223, 4.899], [-1.742, 6.516, 4.607], [-0.910, 6.780, 3.509], [-0.444, 5.759, 2.717], [-0.791, 4.431, 3.005], [4.605, 0.433, 1.438], [3.311, -0.797, 1.474], [4.185, -0.494, -0.039], [5.246, 1.535, -0.523], [5.713, 3.654, -1.670], [3.976, 5.393, -1.877], [1.710, 4.994, -0.902], [-1.807, 0.741, 3.873], [-2.606, 2.621, 5.262], [-2.737, 5.004, 5.742], [-2.105, 7.331, 5.218], [-0.635, 7.802, 3.282], [0.190, 5.968, 1.867], [-3.677, -1.850, -0.477], [-2.661, -2.741, 0.079], [-2.982, -4.163, 0.039], [-1.234, -2.209, 0.615], [-0.923, -0.857, 0.043], [-0.161, -3.303, 0.186], [1.264, -3.083, -0.629], [1.733, -1.716, -0.325], [0.812, -3.504, -2.137], [1.577, -4.400, -2.999], [-0.520, -3.164, -2.628], [2.253, -4.256, -0.092], [3.422, -3.953, 0.724], [1.800, -5.639, -0.031], [-1.212, -2.182, 2.250], [0.101, -2.004, 2.869], [-2.149, -2.954, 3.057], [-4.630, -2.024, 0.024], [-3.803, -2.041, -1.546], [-3.390, -0.813, -0.337], [-3.056, -4.511, -0.994], [-3.940, -4.341, 0.532], [-2.219, -4.749, 0.546], [2.592, -4.509, -2.628], [1.621, -3.984, -4.008], [1.110, -5.387, -3.055], [-0.863, -2.216, -2.213], [-1.246, -3.948, -2.393], [-0.478, -3.051, -3.711], [3.738, -2.930, 0.546], [4.235, -4.625, 0.447], [3.213, -4.085, 1.790], [0.924, -5.780, -0.663], [1.535, -5.916, 0.993], [2.589, -6.307, -0.381], [0.744, -1.400, 2.230], [0.586, -2.970, 3.049], [-0.013, -1.484, 3.820], [-3.136, -2.949, 2.601], [-2.228, -2.487, 4.039], [-1.820, -3.989, 3.198], [-3.037, 1.645, -4.582], [-1.329, 2.215, -4.419], [-0.463, 0.700, -4.475], [0.489, 0.293, -3.620], [1.176, 1.015, -2.158], [1.468, -1.064, -4.134], [0.582, -1.456, -5.571], [0.899, -2.771, -6.485], [-0.673, -0.310, -5.894], [-3.651, 2.542, -4.527], [-3.295, 0.982, -3.759], [-3.209, 1.161, -5.541], [-2.641, 1.407, 0.320], [-1.709, 1.635, -0.661], [-2.138, 0.900, -1.739], [-1.901, 3.133, -1.031], [-0.846, 3.635, -1.678], [-2.985, 3.301, -1.791], [-2.066, 3.858, 0.082]]
}

[2]
{
  "formula": "C5H15N",
  "method": "ωB97M-V/def2-TZVPD",
  "charge": 0,
  "e_above_lowest_kcal_mol": 7.1,
  "homo_lumo_gap_ev": 10.355,
  "spin_multiplicity": 1,
  "symbols": ["C", "C", "C", "H", "H", "H", "H", "H", "H", "H", "H", "C", "C", "N", "H", "H", "H", "H", "H", "H", "H"],
  "xyz": [[0.432, 1.497, -3.353], [0.693, 2.312, -2.059], [2.044, 1.982, -1.416], [0.830, 0.485, -3.225], [-0.636, 1.379, -3.530], [0.930, 1.952, -4.198], [0.771, 3.366, -2.321], [-0.160, 2.188, -1.401], [2.093, 2.368, -0.390], [2.848, 2.504, -1.923], [2.298, 0.917, -1.419], [-1.742, -2.681, 3.027], [-0.542, -1.890, 2.481], [-0.907, -1.150, 1.258], [-2.203, -2.130, 3.853], [-1.503, -3.694, 3.324], [-2.514, -2.695, 2.257], [0.250, -2.581, 2.184], [-0.121, -1.230, 3.242], [-0.053, -0.879, 0.770], [-1.329, -0.257, 1.500]]
}

[3]
{
  "formula": "C5H12N2O",
  "method": "ωB97M-V/def2-TZVPD",
  "charge": 0,
  "e_above_lowest_kcal_mol": 61.2,
  "homo_lumo_gap_ev": 9.820,
  "spin_multiplicity": 1,
  "symbols": ["C", "N", "C", "C", "C", "C", "N", "H", "H", "H", "H", "H", "H", "H", "H", "H", "H", "O", "H", "H"],
  "xyz": [[1.677, -1.073, -0.084], [0.807, -0.386, -0.655], [-0.500, -0.789, -0.901], [-0.737, -1.663, -1.883], [-1.590, -0.154, -0.059], [-1.110, 0.775, 1.072], [-0.691, 0.101, 2.284], [1.553, -2.098, 0.264], [2.682, -0.653, 0.041], [-1.732, -1.903, -2.212], [0.064, -2.072, -2.478], [-2.099, -1.009, 0.406], [-2.345, 0.330, -0.674], [-1.944, 1.447, 1.320], [-0.296, 1.403, 0.706], [0.294, -0.165, 2.289], [-1.197, -0.757, 2.467], [1.862, 2.622, -0.200], [1.309, 2.742, -0.975], [2.052, 1.681, -0.167]]
}

[4]
{
  "formula": "C18H28BN3O8Ru",
  "method": "ωB97M-V/def2-TZVPD",
  "charge": 1,
  "s2": 0.8849,
  "e_above_lowest_kcal_mol": 41.0,
  "homo_lumo_gap_ev": [6.571, 6.777],
  "spin_multiplicity": 2,
  "symbols": ["Ru", "C", "N", "C", "C", "O", "C", "O", "C", "C", "O", "N", "C", "C", "H", "H", "H", "H", "H", "H", "H", "H", "H", "H", "H", "H", "H", "H", "H", "H", "O", "N", "O", "O", "C", "C", "C", "C", "C", "C", "C", "C", "O", "B", "O", "C", "C", "H", "H", "H", "H", "H", "H", "H", "H", "H", "H", "H", "H"],
  "xyz": [[0.516, 0.176, -0.422], [-4.698, 0.849, -1.382], [-3.488, 1.486, -0.863], [-3.437, 2.948, -0.946], [-2.414, 0.807, -0.475], [-1.356, 1.368, -0.141], [-2.540, -0.714, -0.451], [-1.353, -1.376, -0.021], [-1.342, -1.943, 1.273], [-0.553, -1.050, 2.215], [-0.114, 0.034, 1.789], [-0.363, -1.462, 3.458], [-0.825, -2.749, 3.970], [0.461, -0.676, 4.378], [-5.523, 1.548, -1.282], [-4.589, 0.596, -2.438], [-4.955, -0.051, -0.828], [-4.300, 3.364, -0.430], [-2.528, 3.306, -0.480], [-3.454, 3.266, -1.989], [-3.376, -0.994, 0.190], [-2.744, -1.065, -1.462], [-2.360, -2.096, 1.633], [-0.846, -2.910, 1.192], [-1.619, -3.168, 3.360], [0.002, -3.460, 4.012], [-1.208, -2.612, 4.979], [0.786, 0.233, 3.888], [-0.120, -0.426, 5.265], [1.332, -1.259, 4.676], [0.398, 0.827, -4.139], [0.413, 0.669, -2.971], [0.626, 1.591, -2.124], [0.202, -0.483, -2.417], [8.177, 1.023, 2.936], [8.319, 0.470, 1.518], [9.091, -0.857, 1.590], [9.120, 1.483, 0.685], [6.963, 0.223, 0.853], [6.920, -0.226, -0.470], [5.735, -0.445, -1.162], [4.570, -0.211, -0.471], [3.247, -0.318, -0.889], [2.498, 0.044, 0.219], [3.280, 0.360, 1.287], [4.594, 0.205, 0.836], [5.761, 0.435, 1.528], [9.170, 1.214, 3.347], [7.677, 0.313, 3.598], [7.628, 1.968, 2.946], [10.038, -0.708, 2.115], [9.313, -1.249, 0.596], [8.512, -1.607, 2.135], [10.077, 1.686, 1.171], [8.574, 2.425, 0.599], [9.326, 1.112, -0.320], [7.852, -0.413, -0.989], [5.723, -0.771, -2.193], [5.723, 0.775, 2.554]]
}

[5]
{
  "formula": "C3H2Br2Cl2",
  "method": "ωB97M-V/def2-TZVPD",
  "charge": 0,
  "e_above_lowest_kcal_mol": 80.2,
  "homo_lumo_gap_ev": [8.100, 7.730],
  "spin_multiplicity": 1,
  "symbols": ["C", "C", "C", "Cl", "Cl", "Br", "Br", "H", "H"],
  "xyz": [[-0.275, 0.154, 0.614], [-1.413, 0.732, 0.373], [-3.399, -0.947, 0.151], [-2.931, -2.221, -0.899], [-3.376, -1.504, 1.752], [-2.315, 2.272, 0.079], [-4.815, 0.204, -0.466], [0.796, 0.367, 0.614], [-0.441, -0.839, 0.789]]
}

[6]
{
  "formula": "C34H54BFI2O21S",
  "method": "ωB97M-V/def2-TZVPD",
  "charge": 0,
  "homo_lumo_gap_ev": 6.971,
  "spin_multiplicity": 1,
  "symbols": ["C", "C", "S", "C", "B", "F", "C", "I", "C", "C", "I", "H", "H", "H", "H", "H", "H", "H", "H", "H", "H", "H", "H", "C", "C", "C", "O", "C", "O", "O", "H", "H", "H", "H", "H", "H", "C", "C", "C", "O", "C", "O", "O", "H", "H", "H", "H", "H", "H", "C", "C", "C", "O", "C", "O", "O", "H", "H", "H", "H", "H", "H", "C", "C", "C", "O", "C", "O", "O", "H", "H", "H", "H", "H", "H", "C", "C", "C", "O", "C", "O", "O", "H", "H", "H", "H", "H", "H", "C", "C", "C", "O", "C", "O", "O", "H", "H", "H", "H", "H", "H", "C", "C", "C", "O", "C", "O", "O", "H", "H", "H", "H", "H", "H"],
  "xyz": [[0.428, -3.418, 3.682], [-0.970, -4.156, 3.949], [-2.317, -3.004, 4.568], [-3.040, -2.137, 3.061], [-4.134, -1.046, 3.561], [-3.609, 0.154, 4.190], [-5.742, -1.183, 3.464], [-6.503, 0.379, 2.081], [-6.251, -2.627, 2.945], [-6.679, -3.624, 4.126], [-8.102, -2.277, 1.774], [0.375, -2.992, 2.602], [0.696, -2.611, 4.440], [1.310, -4.163, 3.663], [-1.347, -4.522, 2.923], [-0.868, -5.079, 4.632], [-2.157, -1.567, 2.603], [-3.406, -2.863, 2.262], [-6.184, -0.939, 4.492], [-5.507, -3.058, 2.203], [-5.768, -4.247, 4.464], [-7.150, -3.110, 5.027], [-7.467, -4.356, 3.709], [5.605, -4.442, 3.202], [4.764, -4.347, 1.951], [5.066, -3.145, 1.110], [3.833, -2.940, 0.425], [2.854, -3.436, 1.234], [1.679, -3.267, 1.060], [3.387, -4.144, 2.269], [6.637, -4.703, 2.958], [5.607, -3.497, 3.751], [5.200, -5.198, 3.881], [4.840, -5.276, 1.375], [5.878, -3.321, 0.403], [5.289, -2.247, 1.695], [9.241, -1.285, 6.618], [9.103, -2.595, 5.875], [10.407, -3.184, 5.424], [10.011, -3.963, 4.301], [8.898, -3.368, 3.790], [8.402, -3.646, 2.735], [8.422, -2.413, 4.635], [9.666, -1.442, 7.613], [9.883, -0.587, 6.073], [8.268, -0.800, 6.723], [8.523, -3.307, 6.473], [10.872, -3.811, 6.187], [11.131, -2.436, 5.087], [-0.570, -3.197, -1.274], [-0.712, -4.505, -2.019], [0.591, -5.099, -2.464], [0.198, -5.876, -3.590], [-0.913, -5.277, -4.107], [-1.403, -5.552, -5.162], [-1.388, -4.318, -3.261], [-0.151, -3.357, -0.278], [0.077, -2.501, -1.815], [-1.543, -2.706, -1.173], [-1.298, -5.214, -1.424], [1.050, -5.729, -1.699], [1.320, -4.353, -2.797], [-2.287, 2.030, -2.002], [-2.460, 1.757, -0.525], [-1.458, 0.800, 0.042], [-2.166, 0.253, 1.151], [-3.488, 0.321, 0.842], [-4.388, -0.215, 1.464], [-3.689, 1.077, -0.268], [-1.402, 2.643, -2.186], [-2.188, 1.099, -2.568], [-3.163, 2.546, -2.400], [-2.478, 2.701, 0.031], [-0.543, 1.295, 0.371], [-1.199, -0.017, -0.638], [8.575, 0.545, -2.245], [8.388, -0.158, -0.918], [7.040, 0.057, -0.296], [7.314, -0.123, 1.088], [8.621, 0.222, 1.272], [9.140, 0.367, 2.339], [9.257, 0.382, 0.076], [7.989, 0.061, -3.029], [8.273, 1.594, -2.182], [9.628, 0.539, -2.536], [8.621, -1.224, -1.022], [6.299, -0.666, -0.641], [6.648, 1.068, -0.441], [-7.656, 5.778, -3.467], [-6.363, 5.051, -3.774], [-5.916, 4.117, -2.688], [-4.507, 4.074, -2.892], [-4.160, 5.263, -3.461], [-3.035, 5.645, -3.601], [-5.265, 5.962, -3.847], [-8.508, 5.097, -3.517], [-7.629, 6.228, -2.471], [-7.814, 6.595, -4.175], [-6.440, 4.542, -4.741], [-6.353, 3.121, -2.784], [-6.107, 4.495, -1.679], [-5.809, 8.568, -5.570], [-6.727, 8.589, -6.772], [-6.611, 9.828, -7.610], [-7.897, 9.902, -8.216], [-8.766, 9.292, -7.361], [-9.956, 9.330, -7.462], [-8.095, 8.634, -6.371], [-4.769, 8.425, -5.874], [-5.879, 9.500, -5.002], [-6.090, 7.766, -4.889], [-6.584, 7.682, -7.370], [-5.829, 9.752, -8.367], [-6.454, 10.739, -7.024]]
}